Entry 1:
A structure of composition C42H41NO3P2SV, computed with wB97M-V/def2-TZVPD.

Positions of all 91 atoms, in Å:
V -0.2077 0.1871 3.1903
C -2.2664 0.0366 4.2560
C -2.3546 -0.1339 2.8536
C -2.6883 0.9786 1.8863
C -1.4761 1.7389 1.2703
C -0.4371 2.1171 2.2862
C -0.6570 2.4620 3.6479
C -1.9727 2.5944 4.3501
C -2.5565 1.2960 4.9941
C 1.3274 -0.8344 2.2902
H -2.3609 -0.8743 4.8555
H -2.5528 -1.1524 2.4686
H -3.3414 1.7260 2.3720
H -3.2997 0.5607 1.0592
H -1.0290 1.1878 0.4173
H -1.8745 2.6571 0.8010
H 0.5683 2.3110 1.8841
H 0.1357 3.0965 4.0637
H -2.7199 3.1049 3.7179
H -1.8297 3.2738 5.2085
H -2.1936 1.2080 6.0355
H -3.6437 1.4460 5.1215
H 1.5384 -1.6708 2.9885
H 2.1800 -0.1298 2.2858
H 1.1364 -1.2293 1.2895
P -0.2997 -1.6570 -3.7020
P 1.2043 0.7007 -3.7111
C -1.2590 -0.2178 -4.1885
C -0.5160 0.9316 -4.2325
C -0.7463 -2.9046 -5.0017
C -1.8643 -2.8117 -5.8497
C -2.1334 -3.8411 -6.7686
C -1.2700 -4.9350 -6.8910
C -0.1685 -5.0390 -6.0308
C 0.0899 -4.0397 -5.0954
C -1.1425 -2.3427 -2.2332
C -0.6089 -1.9859 -0.9713
C -1.2862 -2.3747 0.1841
C -2.3529 -3.2847 0.0772
C -2.8913 -3.6143 -1.1822
C -2.3131 -3.1130 -2.3513
C 2.0573 1.0054 -5.3572
C 1.8582 0.0486 -6.3783
C 2.4599 0.2127 -7.6284
C 3.2828 1.3176 -7.8912
C 3.4630 2.2736 -6.8875
C 2.8602 2.1259 -5.6300
C 1.6516 2.1821 -2.7677
C 2.9260 2.1888 -2.1676
C 3.3269 3.2732 -1.3886
C 2.4682 4.3687 -1.2176
C 1.2259 4.3891 -1.8626
C 0.8053 3.2911 -2.6191
H -2.3213 -0.3120 -4.4136
H -0.8435 1.9048 -4.6110
H -2.5360 -1.9521 -5.8010
H -3.0261 -3.7876 -7.4002
H -1.4506 -5.7033 -7.6486
H 0.4902 -5.9084 -6.0966
H 0.9418 -4.1247 -4.4179
H 0.3307 -1.4233 -0.9570
H -1.0060 -2.0030 1.1712
H -2.7719 -3.7321 0.9788
H -3.7727 -4.2655 -1.2655
H -2.7546 -3.3403 -3.3402
H 1.2311 -0.8282 -6.1885
H 2.3003 -0.5293 -8.4104
H 3.7771 1.4251 -8.8619
H 4.0901 3.1457 -7.0826
H 3.0220 2.8841 -4.8583
H 3.5880 1.3375 -2.3249
H 4.3126 3.2625 -0.9191
H 2.7762 5.2101 -0.5904
H 0.5792 5.2685 -1.7776
H -0.1710 3.3028 -3.1012
O -0.0656 -2.0824 5.1690
C 0.3529 -1.0652 5.7542
N 0.4080 0.1506 5.0609
S 1.0648 1.4786 5.9477
O 2.2912 1.8714 5.2951
O 0.0668 2.4611 6.3313
C 1.1873 0.4873 7.4052
C 1.3197 0.9797 8.7050
C 1.2683 0.0485 9.7560
C 1.0325 -1.3089 9.4714
C 0.7767 -1.7539 8.1700
C 0.7982 -0.8247 7.1371
H 1.4443 2.0460 8.8862
H 1.4084 0.3925 10.7899
H 1.0418 -2.0301 10.2884
H 0.5665 -2.7872 7.8990

Values from the calculation:
LUMO (spin up / spin down) = 0.0004 / -0.0144 hartree
largest force on an atom = 3.08 eV Å⁻¹
multiplicity = 4
E_tot = -3930.24432 a.u.


Entry 2:
A structure of composition C42H42IN6O3TeTm, computed with wB97M-V/def2-TZVPD.

Positions of all 96 atoms, in Å:
Tm 0.4988 1.6179 1.2262
C 1.6747 3.8304 -4.8750
C 1.1434 2.9407 -3.7885
C 1.7284 1.7678 -3.4608
C 1.2209 0.9447 -2.4549
C 0.0263 1.2334 -1.7834
N -0.3704 0.3920 -0.6921
C -1.6545 0.0842 -0.7864
C -2.4406 0.2569 -1.8924
C -3.7379 -0.2321 -1.9535
C -4.4430 -0.6556 -0.8543
C -5.9579 -0.7764 -1.0005
C -3.7136 -0.8213 0.3103
C -2.3538 -0.5333 0.3378
N -1.5501 -1.0550 1.4076
C -1.8241 -2.2886 2.0875
C -0.8891 -2.4005 3.0712
C -0.1225 -1.1828 2.9647
N -0.5504 -0.4319 1.9555
C -0.4177 2.5349 -2.0175
C 0.0581 3.3230 -3.0447
N -1.4115 3.1766 -1.2223
C -2.2917 4.1550 -1.5480
C -2.9765 4.4260 -0.3714
C -2.4156 3.5995 0.6360
N -1.4820 2.7985 0.1003
H 2.0557 4.7900 -4.5744
H 0.9919 4.0011 -5.6737
H 2.5228 3.3187 -5.3863
H 2.5769 1.3483 -3.9850
H 1.7003 0.0631 -2.1630
H -1.9844 0.5797 -2.8365
H -4.3087 -0.0580 -2.8993
H -6.3374 -0.1617 -0.2238
H -6.4020 -1.7364 -0.9382
H -6.3193 -0.2793 -1.9050
H -4.1834 -1.2622 1.2269
H -2.6159 -2.9676 1.7255
H -0.7647 -3.2144 3.8032
H 0.8026 -0.8507 3.4204
H -0.2577 4.4122 -3.1400
H -2.3733 4.5734 -2.5389
H -3.7786 5.1897 -0.2449
H -2.6550 3.3747 1.6546
C 3.5298 0.1630 3.1921
C 3.4976 0.0778 1.7059
C 3.8111 -1.3983 1.3265
O 2.3490 0.6537 1.1505
H 3.0025 -0.6444 3.6445
H 3.1170 1.0907 3.5326
H 4.5457 0.0778 3.6531
H 4.3523 0.6869 1.2677
H 3.0796 -2.1125 1.6596
H 4.8546 -1.5900 1.6785
H 3.8777 -1.5599 0.1754
I -0.2379 7.4271 0.3152
C 1.0928 5.8157 0.1233
C 2.1865 5.9776 -0.6861
C 3.1406 4.9455 -0.6512
C 2.8417 3.8165 0.0017
N 1.7555 3.6680 0.7717
C 0.9257 4.6847 0.8603
H 2.3586 6.9718 -1.0075
H 4.0301 5.0803 -1.2235
H 3.4928 2.9116 0.0258
H 0.0902 4.4814 1.4524
C -0.3686 3.3316 4.0792
O -0.0685 2.6075 2.8772
C -5.3179 2.6802 2.6794
O -5.9489 3.0655 3.4777
H -1.4457 3.1091 4.3649
H -0.3532 4.4182 3.7841
H 0.3308 2.9756 4.8785
Te 1.6028 -3.1913 -0.9550
C 2.6066 -4.9791 -0.5197
C 3.6928 -4.9397 0.3815
C 4.2861 -6.1252 0.8291
C 3.7811 -7.3489 0.5009
C 2.7081 -7.3731 -0.3851
C 2.2138 -6.2195 -0.9676
C -0.3324 -3.8923 -0.6162
C -0.7171 -4.9938 0.2051
C -2.0177 -5.3748 0.1594
C -3.0339 -4.7199 -0.5829
C -2.6459 -3.6489 -1.3798
C -1.3361 -3.2388 -1.3274
H 4.1362 -3.9842 0.8197
H 5.1471 -6.0102 1.4256
H 4.2434 -8.2805 0.8951
H 2.2767 -8.3013 -0.7375
H 1.3531 -6.2782 -1.6142
H 0.0399 -5.6746 0.5979
H -2.4278 -6.2545 0.7129
H -4.1181 -4.9976 -0.4017
H -3.3577 -3.0399 -1.9413
H -1.0401 -2.3714 -1.8819

Values from the calculation:
LUMO (spin up / spin down) = -0.0030 / -0.0030 hartree
largest force on an atom = 5.22 eV Å⁻¹
multiplicity = 3
E_tot = -3830.81444 a.u.


Entry 3:
A structure of composition C42H43AsN7S2Sn, computed with wB97M-V/def2-TZVPD.

Positions of all 96 atoms, in Å:
Sn -0.5540 -1.0859 -2.0160
N -2.1237 3.2238 -1.8211
C -2.7921 3.5214 -0.6099
C -3.3398 4.7790 -0.4173
C -3.9880 5.0805 0.7724
C -4.0862 4.1330 1.7798
C -3.5328 2.8731 1.5985
C -2.8967 2.5759 0.4055
S -2.2932 0.9267 0.1300
N -1.3633 1.0788 -1.2628
C -1.4120 2.1060 -2.0398
C -0.5596 2.0214 -3.2567
C -0.0237 3.1356 -3.8791
C 0.7782 2.9546 -5.0000
C 1.0073 1.6697 -5.4618
C 0.4666 0.6080 -4.7527
N -0.2926 0.7774 -3.6696
H -2.1573 3.9320 -2.5352
H -3.2666 5.5266 -1.2001
H -4.4190 6.0632 0.9094
H -4.6029 4.3640 2.7015
H -3.6112 2.1178 2.3723
H -0.1753 4.1290 -3.4779
H 1.2229 3.8077 -5.4962
H 1.6022 1.4904 -6.3465
H 0.6367 -0.4147 -5.0642
C -5.4882 -1.4071 -4.0705
C -4.1389 -1.3044 -3.5558
N -3.0679 -1.2285 -3.1480
H -5.4869 -1.9734 -5.0013
H -5.8952 -0.4154 -4.2669
H -6.1309 -1.9106 -3.3492
S 1.9701 -1.8731 -2.7483
C 1.4527 -3.4113 -3.2294
N 2.3723 -4.3164 -3.6692
C 2.0352 -5.5588 -4.0747
C 0.7254 -5.9343 -4.0457
C -0.1882 -4.9817 -3.5816
N 0.1583 -3.7668 -3.1863
H 3.3394 -4.0185 -3.6860
H 2.8337 -6.2071 -4.4073
H 0.4150 -6.9162 -4.3670
H -1.2465 -5.2151 -3.5299
C 0.6091 3.0725 6.6246
C 0.4279 2.2997 5.3551
C 0.2768 0.9151 5.3659
C 0.1281 0.1707 4.2064
C -0.1238 -1.3113 4.3404
C 0.2012 0.8672 2.9822
As 0.2235 -0.1114 1.3150
N 1.2351 0.2517 -0.0272
C 2.1425 1.3022 -0.1813
C 2.4141 1.8025 -1.4612
C 3.3824 2.7672 -1.6616
C 4.1259 3.2378 -0.5852
C 3.8931 2.7292 0.6858
C 2.9074 1.7826 0.8928
C 0.4682 -2.0503 1.3564
C -0.5287 -2.9866 1.0749
C -1.9725 -2.6428 0.8267
C -0.1854 -4.3354 1.0912
C 1.0935 -4.7668 1.4172
C 1.4155 -6.2303 1.5020
C 2.0547 -3.8031 1.7170
C 1.7782 -2.4465 1.6879
C 2.8766 -1.4672 2.0160
C 0.2260 2.2724 2.9343
C 0.0481 3.0724 1.6671
C 0.3630 2.9582 4.1279
H 0.4535 2.4492 7.5021
H -0.0790 3.9173 6.6653
H 1.6213 3.4798 6.6711
H 0.2490 0.3938 6.3163
H -0.6526 -1.5028 5.2722
H 0.8111 -1.8750 4.3752
H -0.7358 -1.6979 3.5306
H 1.8609 1.4092 -2.3005
H 3.5751 3.1422 -2.6589
H 4.8954 3.9825 -0.7400
H 4.4962 3.0701 1.5179
H 2.7404 1.3727 1.8807
H -2.1494 -1.5728 0.8423
H -2.6026 -3.0964 1.5941
H -2.3055 -3.0318 -0.1351
H -0.9594 -5.0681 0.8850
H 0.7798 -6.8158 0.8395
H 1.2403 -6.5853 2.5201
H 2.4603 -6.4261 1.2662
H 3.0529 -4.1230 1.9964
H 3.7388 -1.9844 2.4299
H 2.5544 -0.7245 2.7502
H 3.2060 -0.9377 1.1202
H -0.0838 2.4439 0.7856
H 0.9030 3.7245 1.4906
H -0.8343 3.7074 1.7652
H 0.4000 4.0429 4.1022

Values from the calculation:
LUMO = -0.3289 hartree
net charge = +3
largest force on an atom = 0.70 eV Å⁻¹
multiplicity = 1
E_tot = -5255.15751 a.u.


Entry 4:
A cluster of 6 separate species, C42H43Br2O22P2S in total, computed with wB97M-V/def2-TZVPD.

Positions of all 112 atoms, in Å:
C -1.8701 -4.3948 -1.3292
C -1.8305 -3.1149 -2.1692
C -0.4105 -2.5157 -2.2541
P -0.2026 -0.7291 -2.0029
C 1.3455 -0.3280 -1.1165
C 1.2212 0.2570 0.2966
C 2.5509 0.8697 0.7862
C 3.1447 0.1765 2.0143
O 2.7964 0.8159 3.2607
C 1.4651 1.1125 3.3912
C 1.1792 2.5445 3.7418
O 0.6196 0.2739 3.2269
P 0.0922 -0.0344 -4.0985
S -1.1124 -0.8921 -5.3284
C -1.6312 0.1258 -1.3296
Br -2.2821 1.5859 -2.3388
C -2.2274 -0.1659 -0.1697
C -3.3860 0.5696 0.4218
Br -1.5902 -1.5959 0.8671
H -1.2541 -4.2833 -0.4338
H -1.4640 -5.2414 -1.8817
H -2.8837 -4.6239 -1.0113
H -2.5494 -2.3903 -1.7879
H -2.1356 -3.3576 -3.1874
H 0.2948 -3.0091 -1.5803
H -0.0358 -2.6651 -3.2736
H 1.8966 0.3692 -1.7583
H 1.9202 -1.2590 -1.0884
H 0.9600 -0.5463 0.9767
H 0.4345 1.0130 0.3292
H 3.3111 0.8254 0.0004
H 2.4112 1.9315 0.9927
H 2.8130 -0.8668 2.0610
H 4.2272 0.1779 1.9887
H 2.0455 3.1716 3.5407
H 0.9324 2.6321 4.8010
H 0.3440 2.8940 3.1394
H 0.0675 1.3587 -3.9935
H 1.4564 -0.3624 -4.2164
H -4.1009 0.8547 -0.3488
H -3.8866 -0.0433 1.1666
H -3.0224 1.4725 0.9202
C 6.6018 -3.1328 3.7223
C 6.6418 -4.1973 4.5405
C 5.7549 -4.3135 5.7689
O 5.8739 -5.3361 6.4176
C 4.8474 -3.2332 6.0782
C 4.8086 -2.1687 5.2626
C 5.6876 -2.0627 4.0285
O 5.5544 -1.0477 3.3623
O 4.0065 -1.1344 5.4485
O 7.4367 -5.2338 4.3670
H 7.2326 -3.0428 2.8494
H 4.2248 -3.3186 6.9575
H 4.1492 -0.5072 4.7115
H 7.2499 -5.8481 5.1074
C -2.4314 3.2639 5.4310
C -2.0528 4.4496 4.9380
C -2.3784 5.7651 5.6196
O -1.9561 6.7652 5.0647
C -3.1448 5.7460 6.8403
C -3.5311 4.5605 7.3390
C -3.1888 3.2431 6.6668
O -3.5819 2.2329 7.2177
O -4.2342 4.4206 8.4463
O -1.3568 4.6062 3.8196
H -2.1989 2.3219 4.9531
H -3.3840 6.6864 7.3160
H -4.3668 3.4599 8.5747
H -1.2296 5.5752 3.7252
C 3.2649 5.2905 -1.0422
C 3.6856 6.0204 -2.0931
C 3.1724 5.7883 -3.5069
O 3.6155 6.5161 -4.3692
C 2.2014 4.7305 -3.7367
C 1.7924 4.0192 -2.6838
C 2.2987 4.2595 -1.2765
O 1.8313 3.5101 -0.4245
O 0.9029 3.0232 -2.7286
O 4.5675 6.9885 -2.0036
H 3.6296 5.4503 -0.0375
H 1.8437 4.5669 -4.7434
H 0.7955 2.7734 -1.7820
H 4.6891 7.3533 -2.9041
C -0.1011 1.2686 -10.2796
C -0.5639 2.3163 -10.9816
C -1.2876 3.4806 -10.3271
O -1.6424 4.3787 -11.0655
C -1.5159 3.4482 -8.8968
C -1.0626 2.3963 -8.2042
C -0.3015 1.2541 -8.8538
O 0.1008 0.3879 -8.0923
O -1.2253 2.2286 -6.8963
O -0.4328 2.4449 -12.2866
H 0.4249 0.4438 -10.7388
H -2.0544 4.2675 -8.4421
H -0.8532 1.3373 -6.7090
H -0.8517 3.2969 -12.5259
C -6.2225 -7.0076 1.3958
C -5.3518 -6.8684 0.3874
C -3.9039 -7.3070 0.4926
O -3.2139 -7.1178 -0.4980
C -3.4368 -7.8915 1.7233
C -4.3069 -8.0363 2.7366
C -5.7604 -7.6067 2.6295
O -6.4503 -7.7987 3.6121
O -3.9966 -8.5549 3.9075
O -5.6543 -6.3400 -0.7897
H -7.2557 -6.6984 1.3272
H -2.4023 -8.1962 1.7935
H -4.8180 -8.5432 4.4412
H -4.8382 -6.4053 -1.3260

Values from the calculation:
LUMO = -0.1425 hartree
net charge = +1
largest force on an atom = 0.81 eV Å⁻¹
multiplicity = 1
E_tot = -9510.19051 a.u.